Entry 1:
200
Properties=species:S:1:pos:R:3 method="wB97M-V/def2-TZVPD" fmax_ev_per_a=4.34 lumo_ev=-7.713 total_charge=+2 energy_ha=-4932.343010 de_lowest_kcal_mol=0.0
B 1.23808 -0.57002 1.02040
H -0.44798 1.07056 1.22788
H 1.32582 -1.78486 -2.36897
H 8.85763 2.49816 2.24508
H 11.16510 14.49068 11.05744
C 0.63675 -5.45031 -1.30724
O 0.64990 -3.99738 -1.21234
C -0.57858 -3.48443 -1.73460
C -1.57783 -3.30548 -0.50963
N -1.11481 -2.37994 0.63475
H -0.42519 -2.91384 1.15572
H -0.66758 -1.61040 0.15002
C -2.24123 -2.06096 1.59467
C -2.00164 -0.84472 2.38840
O -0.92764 -1.19908 3.28629
C -0.58018 -0.17310 4.18222
H -0.17882 -5.77623 -1.93379
H 0.54825 -5.90049 -0.32176
H 1.56884 -5.69961 -1.83556
H -1.05600 -4.01837 -2.56116
H -0.28641 -2.49627 -2.07264
H -1.74728 -4.23740 0.03022
H -2.56615 -2.94553 -0.83475
H -2.25175 -2.83009 2.34154
H -3.22473 -2.13201 1.15257
H -2.91603 -0.79045 2.96845
H -1.71938 0.00189 1.86446
H 0.02890 -0.61253 4.97052
H -1.54030 0.20853 4.64199
H -0.11873 0.68493 3.66987
C 3.25770 3.01482 0.87401
O 3.22282 4.12301 -0.01591
C 2.38011 3.88143 -1.07552
C 2.11724 5.22932 -1.69981
N 1.45554 6.16656 -0.64018
H 1.10492 6.91808 -1.24635
H 0.65031 5.70397 -0.19326
C 2.32034 6.88434 0.35452
C 1.59480 8.19537 0.67298
O 1.50848 8.90390 -0.48875
C 0.43009 9.81445 -0.63700
H 2.67078 3.24014 1.79068
H 4.24881 2.77218 1.20768
H 2.88406 2.08009 0.46246
H 1.40593 3.50842 -0.82878
H 2.76915 3.12776 -1.73365
H 1.40300 5.17707 -2.46697
H 3.04619 5.70378 -2.07698
H 3.29085 7.10983 -0.11228
H 2.39482 6.27600 1.23434
H 2.20395 8.75832 1.44493
H 0.55724 7.99246 1.01920
H 0.43731 10.60356 0.11987
H -0.49910 9.26636 -0.55387
H 0.56719 10.22422 -1.65075
C 2.90428 2.77676 -4.58556
O 1.45982 2.83746 -4.44609
C 0.87880 1.57851 -4.71867
C -0.65752 1.43885 -4.51838
N -1.20013 1.63049 -3.13588
H -1.80097 0.81054 -2.98089
H -0.39540 1.40749 -2.53494
C -1.81109 2.94755 -2.86567
C -3.12677 3.00392 -3.67338
O -4.03973 1.98884 -3.23001
C -5.17986 1.90310 -4.08453
H 3.13781 3.33300 -5.48075
H 3.24535 1.76679 -4.65854
H 3.35947 3.27510 -3.71074
H 1.37375 0.87490 -4.01571
H 1.17073 1.30045 -5.73084
H -0.91128 0.41829 -4.78849
H -1.17321 1.99660 -5.30662
H -1.08455 3.76508 -3.12388
H -2.05405 2.93066 -1.79199
H -2.97184 2.91456 -4.76348
H -3.57362 3.99964 -3.51169
H -5.89590 1.25018 -3.65245
H -4.83500 1.53694 -5.07037
H -5.64883 2.90143 -4.20522
C 7.61865 -0.45980 0.49653
O 6.17666 -0.27786 0.24231
C 5.76348 -0.43765 -1.09301
C 4.19835 -0.48696 -0.92542
N 3.83371 -1.55228 0.03997
H 4.61332 -1.57481 0.70728
H 2.92298 -1.29985 0.43343
C 3.67354 -2.90358 -0.56393
C 3.11717 -3.74266 0.60385
O 4.02913 -3.56041 1.65554
C 3.78856 -4.28570 2.82252
H 8.04620 -0.18634 -0.45890
H 7.76334 -1.56191 0.50727
H 7.92668 0.05254 1.41896
H 6.16892 -1.36867 -1.55882
H 6.15200 0.36405 -1.69640
H 3.75277 -0.57832 -1.88146
H 3.80731 0.41134 -0.43837
H 4.62064 -3.26792 -0.84986
H 3.11897 -2.80190 -1.54312
H 2.90157 -4.79042 0.30461
H 2.15785 -3.37129 0.95458
H 4.00153 -5.37001 2.61951
H 2.80243 -4.24470 3.19814
H 4.47222 -3.98749 3.58229
C -3.02124 -7.79751 -7.45948
O -1.93480 -8.01618 -6.60885
C -1.03957 -8.99975 -6.97234
C 0.16371 -8.83562 -6.01537
N 0.47286 -7.35642 -6.02726
H 0.77219 -7.03325 -6.92903
H -0.47995 -6.99085 -5.86744
C 1.34852 -6.86605 -4.92251
C 1.37425 -5.33482 -5.06121
O 0.12938 -4.93615 -5.22632
C -0.07309 -3.54122 -5.59548
H -3.30589 -6.77405 -7.23066
H -3.80234 -8.58236 -7.28602
H -2.64993 -7.89971 -8.50039
H -0.61978 -8.86712 -7.95864
H -1.48981 -10.04251 -6.99566
H 1.08962 -9.35002 -6.29895
H -0.08368 -9.01438 -4.99566
H 2.37104 -7.28045 -4.99288
H 0.88091 -7.20556 -3.98789
H 1.99360 -5.15267 -5.96052
H 2.00283 -4.96004 -4.24050
H -0.29454 -3.03537 -4.62071
H -0.95093 -3.54845 -6.26427
H 0.86957 -3.12773 -5.99835
C -1.24320 5.56234 3.81669
O 0.07509 4.85622 3.75700
C 0.09790 3.49648 3.47004
C 1.04068 2.80720 4.47339
N 2.03511 3.85403 5.00609
H 3.01167 3.76866 4.68405
H 1.61108 4.74420 4.60393
C 2.09114 4.01176 6.49543
C 2.67415 2.77315 7.22500
O 2.08536 1.62502 6.83446
C 2.53740 0.52102 7.70388
H -1.31604 6.01846 4.78416
H -2.05136 4.87499 3.79153
H -1.30678 6.28588 3.03142
H 0.40965 3.28608 2.41058
H -0.88566 3.07791 3.59710
H 1.56754 1.95008 4.03684
H 0.52319 2.42971 5.33496
H 1.03258 4.11260 6.74002
H 2.68179 4.89559 6.71401
H 2.62773 3.01591 8.31528
H 3.79533 2.66230 7.04951
H 1.96133 -0.32116 7.41133
H 2.27216 0.75971 8.76554
H 3.58733 0.29843 7.55960
C -5.55665 1.91059 -0.01740
O -5.80297 1.01467 1.01677
C -6.83546 0.03325 0.82735
C -6.73724 -0.98109 1.96064
N -6.49997 -0.28251 3.35542
H -5.86747 0.51854 3.17216
H -7.36827 0.10174 3.72286
C -5.66345 -0.98835 4.48363
C -5.29472 0.14938 5.44966
O -4.69916 1.14466 4.72478
C -4.88466 2.48140 5.18094
H -6.36828 2.58531 -0.32495
H -5.37025 1.33765 -0.95210
H -4.62245 2.38187 0.20992
H -6.66118 -0.51099 -0.08715
H -7.82843 0.46933 0.79315
H -5.89310 -1.63342 1.77379
H -7.63465 -1.57812 1.95411
H -4.71899 -1.32843 3.96554
H -6.30898 -1.80268 4.81380
H -4.68124 -0.27898 6.23538
H -6.09854 0.49924 5.98002
H -4.15873 2.66538 5.95990
H -5.90314 2.57959 5.63482
H -4.77601 3.19194 4.37667
N -1.63734 5.17739 0.35055
O -1.69969 5.95881 -0.58712
O -0.60281 4.43454 0.48479
O -2.53546 5.04385 1.15324
N -3.02373 -0.34915 -0.98725
O -2.02487 0.24621 -0.51872
O -4.00677 -0.66780 -0.28176
O -3.03689 -0.64408 -2.19660
N 2.89739 -1.74203 -4.49919
O 2.35649 -1.57474 -5.59238
O 3.52487 -0.78334 -4.07453
O 2.70396 -2.80033 -3.92788
C -0.31021 -6.58489 3.48417
F 0.10511 -7.38454 2.48071
F -1.20655 -7.21846 4.24431
F 0.75524 -6.29553 4.28871
S -1.04016 -5.02050 2.81825
O -1.49373 -4.34316 4.01498
O 0.04907 -4.29786 2.07701
O -2.04980 -5.37388 1.82009

Entry 2:
86
Properties=species:S:1:pos:R:3 method="wB97M-V/def2-TZVPD" fmax_ev_per_a=6.32 lumo_ev="-3.374 / -7.429" s_squared=0.761 multiplicity=2 total_charge=+1 energy_ha=-1744.733510
C 3.51757 4.56169 -1.77499
O 4.25413 4.35596 -2.99831
H 4.07207 4.70274 -0.84723
H 2.87957 5.44534 -1.76047
H 2.80761 3.79288 -1.47009
H 4.98466 3.76503 -2.80150
C -1.62868 -4.99824 0.83865
O -1.06497 -6.21597 1.29521
H -2.67365 -4.95564 1.14579
H -1.23607 -4.16349 1.41930
H -1.54929 -4.91219 -0.24503
H -1.73565 -6.85755 1.54048
C 1.66496 -4.25158 -0.34535
O 1.13991 -3.68478 0.81815
H 2.43109 -4.92391 0.04083
H 0.95849 -4.73968 -1.01674
H 2.18431 -3.61243 -1.05940
H 1.83307 -3.55207 1.46893
C -3.30848 -0.86034 0.35613
O -3.56548 -0.35532 -0.96965
H -2.59256 -1.68006 0.29610
H -2.74513 -0.21569 1.03077
H -4.15744 -1.15926 0.97097
H -2.77799 -0.22438 -1.50285
C 1.86189 -0.99824 5.32148
O 1.56340 -0.87379 3.87210
H 1.53890 -1.97890 5.67090
H 2.85279 -0.87358 5.75813
H 1.21672 -0.25252 5.78597
H 0.61051 -0.81753 3.76992
C -2.07639 -0.33193 -5.49855
O -1.00925 0.52035 -6.01253
H -1.87657 -1.27508 -6.00712
H -2.16419 -0.54580 -4.43335
H -3.04301 -0.03718 -5.90704
H -0.46380 0.08345 -6.67071
N -1.41328 4.90971 1.19508
C -0.65424 4.93045 0.06593
C 0.21681 5.98419 0.00700
C -0.14034 6.79667 1.03442
C -1.04744 6.04112 1.81424
H -2.12849 4.24331 1.44900
H -0.65078 4.05390 -0.56500
H 1.07019 6.16172 -0.63067
H 0.25934 7.78038 1.23193
H -1.57223 6.35277 2.70523
N -1.20840 0.52248 4.82763
C -1.35522 0.04137 3.59624
C -1.77828 -1.26081 3.62210
C -1.91241 -1.52692 4.94369
C -1.40060 -0.48022 5.68105
H -0.98080 1.46345 5.11550
H -1.05174 0.68704 2.78543
H -1.88725 -1.96315 2.80892
H -2.22086 -2.50876 5.27117
H -1.28262 -0.33104 6.74417
N 5.47328 2.81515 0.64942
C 4.64033 1.73855 0.81925
C 3.74700 2.14693 1.80876
C 4.07327 3.42163 2.25391
C 5.23320 3.74573 1.59381
H 6.19085 2.90239 -0.05598
H 4.85827 0.84117 0.25926
H 2.99170 1.53767 2.28283
H 3.61739 4.06672 2.99041
H 5.78974 4.67053 1.63109
N -4.02870 -3.16835 -4.33451
C -2.80987 -3.17637 -3.79259
C -1.86933 -3.70766 -4.66057
C -2.52998 -4.15054 -5.83984
C -3.88062 -3.81537 -5.56845
H -4.90748 -2.75682 -4.05436
H -2.71517 -2.78264 -2.79138
H -0.83718 -3.77299 -4.34943
H -2.05053 -4.51019 -6.73828
H -4.71200 -3.82253 -6.25777
N 0.00743 -1.14739 -0.29289
C 0.47344 0.04819 0.12077
C 0.66174 0.84847 -1.00629
C 0.12254 0.26701 -2.04895
C -0.17549 -0.96900 -1.61762
H 0.07698 -1.98863 0.26168
H 0.68818 0.12421 1.17647
H 1.00516 1.87098 -1.06057
H -0.20153 0.76031 -2.95340
H -0.49701 -1.81516 -2.20673

Entry 3:
21
Properties=species:S:1:pos:R:3 method="wB97M-V/def2-TZVPD" fmax_ev_per_a=6.10 lumo_ev=-3.163 total_charge=+1 energy_ha=-324.802751 de_lowest_kcal_mol=39.0
C 1.07964 1.71775 0.32818
C -0.27792 0.26408 1.72709
N 0.89050 0.91353 1.54705
N -1.38592 0.51094 1.16014
N -0.33477 -0.96927 2.49872
H 1.79439 0.64908 1.99246
H -1.54050 1.27996 0.47575
H -2.20689 -0.06819 1.50059
H 0.54037 -1.27838 3.03131
H -1.10138 -0.99496 3.19373
H 0.98564 2.82933 0.54762
H 0.22894 1.32870 -0.35992
H 2.00921 1.61974 -0.07625
C -0.18563 -1.38811 -1.56117
C 0.06054 -0.56282 -2.81722
H 0.54692 -2.25436 -1.66139
H 0.02970 -0.87773 -0.54490
H -1.29709 -1.68928 -1.29673
H 1.06859 -0.41406 -3.14988
H -0.43541 -1.02671 -3.70039
H -0.46894 0.41076 -2.83476

Entry 4:
74
Properties=species:S:1:pos:R:3 method="wB97M-V/def2-TZVPD" fmax_ev_per_a=2.87 lumo_ev=0.023 energy_ha=-2168.224309
P -0.24240 -2.08899 -1.78721
P -0.21153 2.66482 -2.10902
C -0.84615 -0.30870 -2.19143
C -0.05873 0.88602 -2.90881
H -1.26910 0.08535 -1.26059
H -1.71128 -0.55043 -2.81484
H 1.00400 0.67427 -3.30812
H -0.50647 1.13230 -3.90978
C -1.95781 2.98390 -2.56596
H -2.42542 3.04297 -1.57130
H -2.43442 2.17635 -3.13084
H -2.06169 3.94758 -3.09024
C 0.83278 3.70835 -3.22137
H 0.28249 4.13041 -4.07640
H 1.73012 3.18668 -3.58868
H 1.16679 4.52478 -2.56281
C -1.17274 -3.31445 -2.69335
H -1.36764 -4.16806 -2.03558
H -0.56986 -3.64044 -3.54405
H -2.12351 -2.90034 -3.03730
C 1.54762 -2.32411 -2.00966
H 2.18332 -1.42239 -2.25911
H 1.62397 -3.02561 -2.86012
H 2.01019 -2.79597 -1.12255
Mg 1.62926 0.39759 -1.63186
C 0.67000 1.99201 -5.69716
C -0.67315 1.92501 -5.43516
C -1.63965 0.89082 -5.97363
C -1.02861 -0.50475 -6.16827
C -0.16158 -0.93497 -5.02803
C 1.16617 -0.75221 -4.87646
C 2.03897 -0.13046 -5.92634
C 1.39128 1.08130 -6.61956
C -0.47550 -2.39251 -0.03519
H 1.17883 2.92121 -5.49252
H -1.19952 2.82592 -5.10402
H -2.05410 1.28256 -6.92700
H -2.53829 0.80503 -5.33749
H -1.88354 -1.17960 -6.30420
H -0.54057 -0.56930 -7.14251
H -0.69578 -1.60610 -4.32554
H 1.75868 -1.26785 -4.10962
H 2.33806 -0.85633 -6.68597
H 2.97378 0.21752 -5.47725
H 2.19873 1.65886 -7.09581
H 0.74022 0.79851 -7.45763
H -0.36980 -1.38828 0.41641
H 0.27158 -3.09726 0.37002
H -1.48730 -2.81738 0.14461
C 3.09603 0.82059 0.55250
Si 1.65349 1.39936 1.62558
C 1.95387 0.71211 3.34887
C 1.73172 3.27047 1.79990
N 0.14561 0.90373 0.86861
C -1.02086 1.08651 1.54725
C -2.23512 0.53367 1.03554
C -3.46447 0.76782 1.63350
C -3.56055 1.47909 2.83271
C -2.40078 1.97185 3.41131
C -1.14715 1.79963 2.81085
H 3.99248 1.14610 1.11351
H 3.12149 1.31987 -0.45111
H 3.11754 -0.28176 0.48333
H 2.88512 1.16381 3.70851
H 1.17709 0.93052 4.09092
H 2.08162 -0.37933 3.35223
H 1.54637 3.72982 0.82254
H 0.98314 3.66717 2.49524
H 2.72147 3.58750 2.15816
H -2.16076 -0.16379 0.19163
H -4.34319 0.33322 1.15630
H -4.52970 1.62938 3.33749
H -2.46364 2.48500 4.37800
H -0.26127 2.15542 3.33199